1.
{
  "formula": "C9H18NO",
  "method": "the ωB97M-V functional and the def2-TZVPD basis",
  "charge": 1,
  "smiles": "CC(C)=C(C)[N+](=O)C(C)(C)C",
  "orbital_gap_ev": [8.62, 8.62],
  "de_lowest_kcal_mol": 71.5,
  "species": ["C", "C", "C", "C", "C", "N", "O", "C", "C", "C", "C", "H", "H", "H", "H", "H", "H", "H", "H", "H", "H", "H", "H", "H", "H", "H", "H", "H", "H"],
  "xyz": [[-2.391, 1.789, -0.096], [-2.057, 0.411, -0.082], [-3.118, -0.487, 0.473], [-0.826, -0.192, -0.328], [-0.823, -1.655, -0.195], [0.202, 0.672, -0.266], [-0.001, 1.819, -0.688], [1.699, 0.236, 0.151], [2.317, -0.385, -1.151], [2.403, 1.592, 0.463], [1.619, -0.559, 1.402], [-3.345, 1.892, 0.356], [-2.437, 2.121, -1.107], [-1.523, 2.351, 0.472], [-2.844, -1.485, 0.462], [-4.181, -0.424, -0.052], [-3.530, -0.149, 1.442], [-1.068, -2.025, 0.702], [-1.647, -2.178, -0.901], [0.131, -2.094, -0.620], [1.549, -1.016, -1.596], [2.518, 0.497, -1.772], [3.350, -0.975, -0.945], [2.615, 2.135, -0.459], [3.165, 1.189, 1.135], [1.768, 2.213, 1.086], [1.299, 0.084, 2.201], [0.932, -1.343, 1.453], [2.602, -1.008, 1.642]],
  "forces_ev_per_angstrom": [[1.3300, 1.3656, 1.2955], [-0.9085, -1.7702, 0.6811], [-3.2782, 1.6470, -1.0311], [-2.1484, 0.2289, 1.1360], [1.4929, -1.8597, -6.1410], [1.3251, 0.3663, -1.9727], [1.2663, -0.9130, 0.8244], [-0.2488, 1.8100, -1.1595], [1.1684, -0.2848, 1.3392], [-1.0038, -1.5495, 0.2862], [1.0993, -0.0999, 0.7326], [-0.7118, 0.5831, 0.5369], [0.3052, 0.7811, -0.7485], [-1.6432, -0.4555, -1.1341], [-0.0407, -1.5589, 0.4513], [2.3131, 0.0650, 0.2059], [0.9490, -0.0143, 0.0228], [-0.2559, -1.2304, 3.5517], [1.8308, 1.5843, 1.2068], [-1.0251, 0.3317, 0.9587], [0.5519, -0.2499, -0.3537], [0.0662, -0.6461, -0.2773], [-2.6572, 1.3926, -0.3522], [0.7010, -0.1140, 0.4626], [0.8572, 0.9833, -0.6300], [-0.1484, 0.0863, 0.1024], [0.2264, 0.4851, 0.5961], [-1.0000, -1.4175, -0.4779], [-0.4128, 0.4532, -0.1123]],
  "lowdin_charge": [-0.0093, -0.1700, -0.0113, -0.1883, -0.0401, -0.0430, 0.0671, -0.4475, 0.0077, -0.0131, -0.0317, 0.0884, 0.1166, 0.1694, 0.0248, 0.1692, 0.1251, 0.0431, 0.1687, 0.1103, 0.0606, 0.0818, 0.1619, 0.0927, 0.1021, 0.0883, 0.1005, 0.0503, 0.1256]
}

***

2.
{
  "formula": "C9H18NO4",
  "method": "the ωB97M-V functional and the def2-TZVPD basis",
  "charge": 1,
  "smiles": "CO[C@@H]1C[C@@]([NH3+])(C(C)=O)[C@@](C)(OC)O1",
  "orbital_gap_ev": 11.23,
  "de_lowest_kcal_mol": 61.7,
  "species": ["C", "O", "C", "C", "C", "N", "C", "C", "O", "C", "C", "O", "C", "O", "H", "H", "H", "H", "H", "H", "H", "H", "H", "H", "H", "H", "H", "H", "H", "H", "H", "H"],
  "xyz": [[-3.372, 1.357, 0.571], [-2.221, 1.225, -0.363], [-0.924, 1.455, 0.253], [0.159, 1.253, -0.955], [0.276, -0.241, -0.918], [-1.019, -0.812, -1.366], [1.317, -0.669, -1.958], [2.759, -0.281, -1.735], [0.865, -1.108, -2.981], [0.364, -0.531, 0.670], [-0.260, -1.862, 1.079], [1.735, -0.359, 0.987], [1.915, -0.084, 2.444], [-0.490, 0.458, 1.122], [-3.034, 2.065, 1.305], [-3.610, 0.307, 1.062], [-4.092, 1.860, -0.053], [-0.835, 2.393, 0.747], [-0.339, 1.508, -1.884], [0.945, 1.934, -0.907], [-1.147, -1.814, -1.071], [-1.080, -0.840, -2.400], [-1.720, -0.156, -0.886], [3.098, 0.446, -2.458], [3.344, -1.171, -1.789], [2.952, 0.080, -0.721], [-1.330, -1.704, 0.983], [-0.072, -1.944, 2.191], [0.103, -2.798, 0.631], [0.972, 0.424, 2.738], [2.686, 0.637, 2.576], [2.056, -1.028, 3.084]],
  "forces_ev_per_angstrom": [[1.3083, -1.6458, -0.0225], [0.7231, 0.0379, 1.7866], [2.0590, -0.9610, -3.0537], [-4.3197, 0.3151, 0.3246], [1.4423, -1.0407, 0.9143], [-0.7363, -0.9387, 0.2570], [0.4644, 0.9014, 0.6000], [-0.4324, 0.0045, 0.9311], [0.2707, -0.5276, -0.5621], [1.1020, -0.8231, -3.2229], [0.5304, 0.2631, 2.0245], [-0.9995, 0.2025, 1.8717], [-1.9151, -1.1960, -0.0587], [-1.2997, 0.5575, 2.1588], [-0.1633, 0.1376, 0.7237], [0.1205, 2.3665, -1.1878], [-0.8106, -0.5214, 0.1369], [-0.4666, 0.7595, 0.3619], [-0.2427, 0.2557, -0.2832], [1.9214, 0.3471, 0.6027], [0.2871, 1.2616, -0.1830], [0.1938, 0.3731, 0.4280], [-0.4311, -0.6580, -0.9150], [0.0007, 0.0234, -0.4105], [0.5559, -0.7260, -0.5156], [-0.3518, 0.1683, -0.3680], [-0.1412, -0.5382, 0.0383], [-0.2941, -0.0970, -1.0945], [0.0412, 0.5810, -0.1591], [0.7084, -0.4054, 0.2893], [0.8928, 0.1702, -0.1495], [-0.0177, 1.3529, -1.2632]],
  "lowdin_charge": [0.0159, -0.1813, -0.2349, 0.0431, -0.2746, 0.2304, -0.3308, 0.0342, 0.1232, -0.4871, 0.0425, -0.1080, 0.0046, -0.0079, 0.0806, 0.1423, 0.0924, 0.1638, 0.1436, 0.1268, 0.1781, 0.1751, 0.1244, 0.1041, 0.0945, 0.0814, 0.0891, 0.1212, 0.1153, 0.0955, 0.0796, 0.1227]
}

***

3.
{
  "formula": "C9H18NiOP",
  "method": "the ωB97M-V functional and the def2-TZVPD basis",
  "charge": -1,
  "multiplicity": 3,
  "orbital_gap_ev": [4.65, 5.71],
  "de_lowest_kcal_mol": 2.2,
  "s2": 2.0512,
  "species": ["C", "C", "C", "C", "C", "Ni", "P", "H", "H", "H", "H", "H", "H", "H", "H", "C", "C", "O", "C", "C", "H", "H", "H", "H", "H", "H", "H", "H", "H", "H"],
  "xyz": [[2.051, -2.923, -0.414], [2.736, -2.850, -1.605], [2.625, -1.887, -2.650], [1.806, -0.733, -2.680], [1.011, -0.163, -1.721], [1.271, -1.338, -0.472], [0.832, -1.774, 1.550], [2.131, -3.786, 0.259], [3.456, -3.655, -1.791], [3.231, -2.082, -3.534], [0.446, 0.755, -1.831], [1.823, -0.222, -3.653], [1.200, -0.823, 2.544], [1.399, -2.907, 2.183], [-0.521, -2.014, 1.905], [-3.152, 1.622, -0.283], [-1.693, 1.268, -0.507], [-1.003, 0.702, 0.618], [-1.237, 1.298, 1.897], [-0.612, 2.671, 2.064], [-3.715, 0.779, 0.132], [-3.588, 1.858, -1.256], [-3.262, 2.510, 0.350], [-1.602, 0.509, -1.295], [-1.147, 2.161, -0.849], [-2.328, 1.360, 2.051], [-0.785, 0.594, 2.610], [-1.016, 3.398, 1.349], [-0.832, 3.028, 3.076], [0.478, 2.643, 1.952]],
  "forces_ev_per_angstrom": [[0.6419, -1.3039, -0.8980], [1.1388, -1.3854, -0.3944], [0.1247, -0.6465, 0.6523], [-0.4682, 1.6142, -1.9123], [-0.2652, 1.4137, -1.3078], [-1.2692, -0.7415, 4.4435], [-0.2611, 0.9528, -0.1001], [0.4280, -0.1159, -0.4369], [0.2206, -0.0169, -0.4298], [-0.0847, 0.0542, 0.0614], [0.3909, 0.2010, -0.9102], [0.2406, -0.0803, -0.3067], [-0.3242, -0.1826, 0.6031], [-0.1027, 0.0407, 0.0904], [-0.0265, -0.0015, 0.5651], [-0.0175, 0.0028, -0.0532], [0.5481, -0.1704, 0.3611], [-0.6498, 0.3935, 0.2245], [-0.0535, -0.2716, -0.8402], [0.1259, 0.1641, 0.0598], [0.0898, 0.1561, 0.0623], [-0.0378, 0.0450, 0.0080], [-0.1230, -0.2007, 0.0129], [0.0365, 0.1615, 0.2840], [-0.1005, -0.0888, 0.0023], [0.2853, -0.0582, 0.3415], [-0.3052, 0.1894, -0.1413], [0.0487, -0.1141, 0.0999], [0.0012, 0.0957, -0.0534], [-0.2323, -0.1062, -0.0879]],
  "lowdin_charge": [-0.3070, -0.2913, -0.1877, -0.3125, -0.2177, 0.0117, 0.6991, -0.0064, 0.0536, 0.0696, -0.0139, 0.0561, -0.1405, -0.1192, -0.1268, -0.0998, -0.2892, -0.2322, -0.2911, -0.0839, 0.0809, 0.0706, 0.0633, 0.1038, 0.1108, 0.0998, 0.0862, 0.0651, 0.0678, 0.0807]
}

***

4.
{
  "formula": "C9H18O",
  "method": "the ωB97M-V functional and the def2-TZVPD basis",
  "charge": 0,
  "smiles": "C=CCC(C)(C)C(C)(C)O",
  "orbital_gap_ev": 9.82,
  "de_lowest_kcal_mol": 38.8,
  "species": ["C", "C", "C", "C", "C", "C", "C", "C", "C", "O", "H", "H", "H", "H", "H", "H", "H", "H", "H", "H", "H", "H", "H", "H", "H", "H", "H", "H"],
  "xyz": [[-1.329, 0.441, 3.369], [-0.350, -0.110, 2.646], [0.141, 0.533, 1.128], [0.023, -0.522, 0.083], [0.960, -1.714, 0.300], [-1.411, -1.000, -0.146], [0.635, 0.440, -1.355], [0.065, -0.180, -2.628], [0.370, 1.945, -1.375], [2.048, 0.251, -1.426], [-1.910, 1.282, 2.997], [-1.562, 0.105, 4.378], [0.213, -0.944, 3.060], [1.169, 0.856, 1.302], [-0.536, 1.374, 0.974], [1.166, -2.211, -0.653], [1.923, -1.405, 0.716], [0.522, -2.453, 0.977], [-1.788, -1.535, 0.732], [-2.087, -0.166, -0.348], [-1.458, -1.706, -0.981], [0.531, 0.257, -3.521], [-1.014, -0.015, -2.707], [0.265, -1.254, -2.678], [0.740, 2.396, -2.306], [-0.697, 2.166, -1.285], [0.912, 2.466, -0.578], [2.461, 0.705, -0.676]],
  "forces_ev_per_angstrom": [[0.4620, -0.1079, -0.3347], [0.4508, 1.7166, -1.9074], [-1.6021, -1.8222, 4.3683], [0.9475, 1.7241, -2.6778], [0.0924, 0.2873, -0.3235], [0.2441, 0.0573, -0.1132], [-0.4469, -1.6993, 0.5153], [0.1824, -0.0838, -0.1081], [-0.1376, 0.0311, 0.4476], [-0.0096, -0.0322, 0.2616], [0.1156, -0.0694, 0.0180], [-0.0259, -0.1203, -0.2400], [0.0480, 0.0974, -0.2402], [-0.0163, 0.1268, -0.1886], [0.2158, -0.0186, -0.0627], [-0.0449, 0.0123, 0.1256], [-0.0930, -0.0163, -0.0536], [-0.0825, 0.1377, -0.0088], [0.0915, 0.1585, 0.0382], [-0.0114, -0.0259, -0.0206], [0.0170, 0.1661, 0.0459], [-0.0117, 0.0599, 0.2710], [0.1328, -0.0432, 0.1078], [-0.0747, 0.0443, 0.1283], [-0.1314, -0.4125, 0.0534], [0.0503, 0.0566, 0.0400], [-0.2030, -0.1083, 0.0818], [-0.1593, -0.1159, -0.2237]],
  "lowdin_charge": [-0.0343, -0.1110, -0.1374, -0.4498, -0.0546, -0.0591, -0.4859, -0.0522, -0.0519, -0.0426, 0.0505, 0.0473, 0.0811, 0.1053, 0.0960, 0.0829, 0.0829, 0.0827, 0.0807, 0.0868, 0.0792, 0.0884, 0.0833, 0.0811, 0.0913, 0.0866, 0.0786, 0.0941]
}

***

5.
{
  "formula": "C9H19Cl2ErI2O3P2",
  "method": "the ωB97M-V functional and the def2-TZVPD basis",
  "charge": 2,
  "multiplicity": 4,
  "orbital_gap_ev": [6.01, 6.01],
  "s2": 3.7533,
  "species": ["I", "I", "Er", "P", "C", "C", "H", "H", "H", "H", "H", "H", "C", "H", "H", "H", "P", "C", "C", "H", "H", "H", "C", "H", "H", "H", "H", "H", "H", "C", "O", "Cl", "C", "Cl", "C", "O", "O", "H"],
  "xyz": [[0.319, -0.920, -3.785], [-0.439, 1.700, -2.811], [0.016, -0.794, -0.551], [-2.568, 0.248, -0.550], [-3.609, 1.673, -0.118], [-3.270, -0.315, -2.156], [-4.368, -0.407, -2.133], [-4.418, -1.037, 0.338], [-2.827, -1.284, -2.422], [-2.878, -1.983, 0.402], [-3.418, 2.527, -0.782], [-2.979, 0.394, -2.940], [-3.337, -0.993, 0.568], [-4.697, 1.458, -0.146], [-3.187, -0.687, 1.615], [-3.375, 2.000, 0.907], [2.565, 0.343, -0.546], [3.558, 1.795, -0.093], [3.366, -0.880, 0.580], [2.886, -1.184, -2.401], [4.406, -0.277, -2.105], [3.002, 0.493, -2.927], [3.308, -0.203, -2.138], [2.942, -1.885, 0.414], [4.449, -0.895, 0.359], [4.652, 1.618, -0.118], [3.307, 2.109, 0.932], [3.204, -0.582, 1.628], [3.344, 2.646, -0.753], [-0.028, 1.602, -0.160], [-0.051, 2.723, 0.135], [1.493, -0.960, 4.569], [0.021, -1.492, 3.674], [-1.470, -1.011, 4.566], [0.015, -1.060, 2.188], [0.033, -2.038, 1.360], [-0.004, 0.141, 1.709], [0.040, -2.582, 3.690]],
  "forces_ev_per_angstrom": [[-0.9130, 1.4980, 0.4783], [0.8207, -1.3729, -2.4889], [-0.1334, 1.5122, 1.8931], [-2.1533, -1.1994, 0.1139], [0.2106, 1.0422, 0.2647], [0.2176, 0.1543, -0.2119], [0.4088, 0.0163, 0.1105], [0.5006, -0.1000, 0.2004], [-0.2322, 0.0529, 0.0099], [-0.3180, 0.2081, 0.2120], [-0.0435, -0.1464, 0.1192], [-0.3107, -0.2162, 0.1078], [0.1430, -0.1080, 0.0314], [0.7190, -0.2955, -0.1805], [-0.0562, -0.2145, -0.3175], [0.0176, -0.1041, -0.2993], [2.2307, -1.0459, 0.0135], [-0.2209, 1.0888, 0.2031], [-0.2115, -0.1164, 0.0502], [0.3848, 0.2213, 0.0979], [-0.4034, 0.1138, 0.1347], [0.2120, -0.0742, 0.0229], [-0.1844, -0.0227, -0.1637], [0.2845, 0.2113, 0.2005], [-0.5117, -0.0691, 0.1522], [-0.6989, -0.3444, -0.1606], [-0.0204, -0.1090, -0.2809], [0.0452, -0.1971, -0.3298], [0.0249, -0.1722, 0.1350], [0.0542, 3.8521, 1.8457], [0.0710, -3.3844, -0.7129], [-0.6743, -0.0095, -0.8258], [-0.0092, 0.1712, 0.6850], [0.6749, 0.0140, -0.8227], [-0.0093, 1.1290, -0.5970], [-0.0019, 0.2553, -0.6091], [0.0910, -2.4927, 1.0284], [-0.0047, 0.2537, -0.1097]],
  "lowdin_charge": [0.5334, 0.7297, 0.9508, 0.6832, -0.2243, -0.3045, 0.0757, 0.0736, 0.0304, 0.0516, 0.0565, -0.0176, -0.2456, 0.0861, 0.0565, 0.0715, 0.7443, -0.2271, -0.2439, -0.0156, 0.0754, 0.0223, -0.3209, 0.0506, 0.0741, 0.0845, 0.0698, 0.0557, 0.0614, -0.5411, 0.0923, 0.6269, -0.9553, 0.6267, -0.6556, -0.1432, -0.1583, 0.0700]
}

***

6.
{
  "formula": "C9H19FeN4O8P2",
  "method": "the ωB97M-V functional and the def2-TZVPD basis",
  "charge": 1,
  "multiplicity": 5,
  "orbital_gap_ev": [10.27, 9.05],
  "de_lowest_kcal_mol": 2.9,
  "s2": 6.0067,
  "species": ["Fe", "O", "C", "C", "C", "C", "C", "C", "N", "H", "H", "H", "H", "H", "H", "H", "N", "C", "C", "P", "O", "O", "O", "P", "O", "O", "O", "H", "H", "H", "H", "H", "H", "H", "H", "N", "C", "N", "O", "H", "H", "H", "H"],
  "xyz": [[0.696, -0.541, -0.247], [2.933, -0.700, -0.035], [3.360, 0.055, 1.103], [2.351, -0.122, 2.208], [2.712, -0.044, 3.541], [1.723, -0.144, 4.507], [0.405, -0.320, 4.114], [0.126, -0.395, 2.763], [1.081, -0.302, 1.832], [3.382, -0.354, -0.815], [3.416, 1.116, 0.846], [4.343, -0.284, 1.431], [3.749, 0.092, 3.814], [1.980, -0.088, 5.556], [-0.393, -0.399, 4.837], [-0.884, -0.520, 2.391], [-2.087, 2.634, -2.740], [-1.384, 2.019, -1.550], [-1.292, 3.083, -0.457], [-2.376, 0.590, -0.952], [-2.701, -0.127, -2.379], [-3.629, 1.056, -0.337], [-1.400, -0.274, -0.176], [0.317, 1.623, -2.154], [0.209, 0.143, -2.806], [0.619, 2.655, -3.168], [1.117, 1.359, -0.897], [-2.872, 3.217, -2.445], [-2.441, 1.892, -3.349], [-1.374, 3.182, -3.251], [-2.293, 3.386, -0.145], [-0.723, 3.950, -0.799], [-0.777, 2.668, 0.407], [-3.642, -0.341, -2.425], [0.256, 0.127, -3.769], [-1.489, -3.123, -0.155], [-0.249, -3.390, -0.584], [0.088, -4.658, -0.866], [0.614, -2.487, -0.713], [-2.193, -3.836, -0.092], [-1.743, -2.143, -0.067], [-0.563, -5.420, -0.813], [1.030, -4.838, -1.164]],
  "forces_ev_per_angstrom": [[0.1237, 0.0327, 0.0664], [-0.0183, 0.0474, -0.0173], [-0.0246, -0.0306, 0.0310], [-0.0059, 0.0036, -0.0405], [0.0049, 0.0078, 0.0067], [0.0019, 0.0000, -0.0021], [-0.0016, 0.0022, -0.0153], [0.0176, 0.0143, 0.0308], [-0.0428, -0.0192, -0.0238], [-0.0096, -0.0166, -0.0024], [-0.0041, 0.0042, -0.0091], [-0.0018, -0.0031, 0.0107], [-0.0018, -0.0033, 0.0069], [-0.0015, 0.0011, 0.0007], [-0.0014, 0.0025, 0.0006], [-0.0007, -0.0099, 0.0044], [0.0313, 0.0047, -0.0143], [-0.0003, 0.0176, 0.0004], [0.0053, -0.0060, -0.0232], [-0.0235, -0.0376, 0.0473], [0.0131, -0.0159, -0.0445], [0.0040, 0.0312, -0.0149], [0.0066, 0.0064, -0.0358], [-0.0366, -0.0806, 0.0157], [-0.0116, 0.0690, -0.0437], [0.0010, 0.0188, 0.0221], [0.0078, -0.0485, -0.0459], [-0.0073, -0.0097, 0.0074], [-0.0102, 0.0047, 0.0017], [-0.0083, -0.0007, 0.0011], [0.0050, 0.0036, 0.0115], [-0.0026, 0.0003, -0.0020], [-0.0101, -0.0008, 0.0076], [-0.0004, 0.0179, 0.0309], [-0.0050, 0.0099, 0.0095], [0.0514, -0.0144, -0.0226], [-0.0682, 0.0707, 0.0395], [0.0276, -0.0244, -0.0205], [0.0302, -0.0424, 0.0131], [-0.0019, 0.0005, -0.0014], [-0.0248, -0.0041, 0.0097], [-0.0019, 0.0025, 0.0054], [-0.0050, -0.0059, -0.0014]],
  "lowdin_charge": [0.8195, -0.0873, -0.1424, -0.2295, 0.0038, -0.0280, -0.0310, -0.0833, 0.0521, 0.1201, 0.1395, 0.1336, 0.1254, 0.1201, 0.1156, 0.1143, 0.1859, -0.5084, -0.0671, 0.3250, -0.1534, -0.2682, -0.3618, 0.3318, -0.1432, -0.2707, -0.3270, 0.1702, 0.1489, 0.1428, 0.0897, 0.0977, 0.0875, 0.0892, 0.0999, 0.2042, -0.5927, 0.1974, -0.0535, 0.1208, 0.0705, 0.1175, 0.1244]
}

***

Number 1: calculated total energy -13151.453 eV. Number 2: calculated total energy -19296.841 eV. Number 3: calculated total energy -61997.958 eV. Number 4: calculated total energy -11670.895 eV. Number 5: calculated total energy -103214.610 eV. Number 6: calculated total energy -84950.878 eV.